# 1
ORCA calculation (ωB97M-V/def2-TZVPD) on C48H55HfN9O5P as an isolated structure.

* molar mass: 1047.5 g mol⁻¹
* relative energy (zero: lowest compared OMol25 entry of this formula, charge and spin): 772.8 kJ/mol
* orbital gap: 6.3 eV
* net charge: +3

```
119
Properties=species:S:1:pos:R:3:forces:R:3
Hf -1.0103 0.4967 1.2405 -0.4 -0.8 0.4
C -1.8551 -6.4691 -0.6304 -0.8 -1.6 0.7
C -1.2510 -5.1275 -0.2752 -1.5 -1.1 -0.9
C 0.0245 -4.8937 0.0381 0.6 2.2 0.1
C 0.4356 -3.4868 0.0922 0.8 -0.4 0.6
C 1.8459 -3.4107 0.3136 0.0 -0.2 -0.4
N 2.8081 -2.5557 0.0950 -0.7 -0.5 0.0
C 2.8534 -1.2505 -0.4897 -1.2 1.2 -0.1
C 4.1565 -0.5591 -0.1216 1.8 2.0 -1.7
C 4.0708 1.0015 0.1099 -1.7 -1.4 0.2
N 4.1376 1.4721 1.5423 0.2 0.8 -0.8
C 3.5023 1.8807 3.5445 -1.0 0.3 0.2
C 2.3814 1.6482 4.5143 2.1 0.0 0.5
C 2.6956 1.1659 5.7881 -0.5 -0.2 0.7
C 1.6593 0.7814 6.6589 0.0 -0.1 0.0
C 1.8197 0.1725 8.0539 0.7 -1.0 -1.6
C 0.3580 0.9417 6.1669 1.0 -0.1 -0.2
C 0.0757 1.4318 4.9080 -1.9 -0.3 -0.5
C -1.3356 1.1680 4.5153 1.7 0.0 -0.3
N -1.8497 0.9098 3.3598 0.3 0.2 -0.1
C -3.2456 0.4292 3.4000 -1.0 -0.9 2.5
C -4.3367 1.2969 2.7307 2.0 -1.0 0.1
C -4.5934 0.9149 1.2980 -0.3 -0.3 -0.8
N -3.3836 0.6534 0.4411 0.3 1.2 1.4
C -2.9283 -1.6782 -0.2950 1.4 2.1 -0.7
C -1.8545 -2.7400 -0.1831 0.7 1.6 0.3
C -2.1367 -4.0375 -0.2996 -1.2 -1.9 -0.1
C -0.4880 -2.3890 0.0490 -1.0 -2.7 -0.1
O -0.1704 -1.2223 0.4344 1.2 1.8 0.3
C 1.1131 1.8475 4.1234 -0.7 1.6 -2.8
O 0.8620 2.5774 2.8713 -0.3 -1.0 1.4
H -2.1886 -6.6311 -1.6942 0.9 0.6 0.8
H -2.8425 -6.6555 -0.0928 1.3 0.3 -0.2
H -1.1676 -7.3103 -0.3366 -0.7 0.8 -0.4
H 0.7263 -5.6653 0.2935 0.3 -0.3 -0.3
H 2.2991 -4.3378 0.6451 -0.3 -0.2 0.2
H 3.6899 -2.9343 0.3396 1.0 -0.2 0.2
H 1.9251 -0.7223 -0.1554 0.9 -0.2 -0.4
H 2.8196 -1.2990 -1.5865 -0.3 -0.3 0.3
H 4.8251 -0.5937 -1.0299 -0.6 -0.2 0.7
H 4.7695 -1.0337 0.6265 -0.1 -0.3 0.6
H 3.1114 1.3082 -0.3133 -0.1 0.1 0.3
H 4.7755 1.6480 -0.3791 0.7 -0.5 -0.6
H 4.9537 2.1250 1.4451 -0.6 -1.0 1.3
H 4.1814 2.6296 3.9691 0.4 -0.5 -0.3
H 3.7618 1.1653 6.0760 -0.7 -0.3 0.0
H 1.2798 0.7874 8.7423 -0.3 0.1 0.7
H 2.8889 0.1558 8.2889 -0.3 0.0 0.3
H 1.4445 -0.9027 8.0419 0.3 1.4 0.2
H -0.4760 0.6151 6.7255 -0.6 -0.4 0.9
H -1.8712 0.9843 5.4309 -1.0 0.1 0.0
H -3.4627 0.2841 4.5165 -0.1 0.4 -1.5
H -3.2650 -0.5835 3.0113 0.0 -0.1 -0.2
H -3.9820 2.3024 2.8538 -0.2 0.8 -0.2
H -5.2381 1.1557 3.2890 -0.6 0.1 0.3
H -5.1934 1.7088 0.8543 0.3 0.1 -0.3
H -5.1774 0.0159 1.1735 -0.4 -0.2 0.7
H -2.8316 -1.2435 -1.3282 -0.2 -0.5 0.4
H -3.1525 -4.4152 -0.3100 -0.3 0.5 -0.4
C 3.0594 -0.4930 2.7428 -0.4 1.0 -1.0
C 4.0747 0.5971 2.8474 0.1 0.6 0.2
C 3.0285 2.3152 2.1630 1.6 0.5 0.2
C 1.6200 2.0227 1.7907 -1.5 -1.6 -0.6
N 1.1639 0.6306 1.6071 0.0 0.8 0.2
C 1.8290 -0.4251 2.1661 0.5 -0.6 1.0
N 1.3734 2.8094 0.5884 0.5 -0.1 0.8
C 0.3739 2.8034 -0.1633 -0.5 0.5 -1.1
N -0.8659 2.0547 -0.1287 1.5 -0.1 1.2
C -1.6100 2.4053 -1.1501 -0.7 0.3 -2.1
N -2.7986 1.8967 -1.5264 0.7 -0.2 0.0
C -3.5474 1.0209 -0.8947 -0.6 1.3 -1.2
C -4.6994 0.6033 -1.6613 0.2 -2.0 1.3
C -5.4688 -0.5338 -1.4946 1.0 1.6 -0.8
C -5.3999 -1.6404 -0.6017 1.3 0.2 0.4
C -4.2676 -2.1111 -0.0245 -2.5 -2.0 -0.2
N -2.6579 -0.5273 0.6102 1.3 -1.0 0.3
C -0.9105 3.4159 -1.9992 -2.3 -0.9 0.9
C -1.4216 4.0830 -3.1034 3.1 0.7 1.2
C -0.5802 5.1193 -3.5472 -0.1 -1.2 1.1
C 0.5808 5.4751 -2.8849 0.6 -0.6 1.7
C 1.0095 4.7848 -1.7190 0.4 -0.5 -1.5
C 0.2731 3.6956 -1.3484 -0.4 0.3 0.5
H 3.3333 -1.4037 3.1882 0.4 -1.1 0.4
H 5.0513 0.2313 3.1602 0.0 0.1 -0.1
H 3.1412 3.3594 1.9197 0.2 0.3 0.0
H 1.2654 -1.3964 2.1581 0.5 1.1 0.0
H -4.8062 1.2112 -2.5086 -0.6 0.6 -1.1
H -6.2492 -0.6518 -2.2204 -0.4 0.2 -0.3
H -6.3476 -2.1202 -0.5386 -0.4 -0.7 0.7
H -4.3326 -3.0277 0.5841 -0.3 0.6 -0.1
H -2.2695 3.8210 -3.6442 -1.5 -0.5 -0.5
H -0.8571 5.5257 -4.4496 -0.4 1.5 -1.8
H 1.2606 6.2671 -3.1289 -0.2 0.4 -0.9
H 2.0091 4.9230 -1.3383 -0.1 0.5 0.4
C 2.2697 -3.2477 -4.8012 -1.7 0.2 0.4
C 1.0200 -2.3163 -4.6537 1.1 -0.3 1.6
O 1.1193 -1.5438 -3.3560 -0.1 0.0 -1.1
P -0.0515 -0.4935 -2.8904 -1.0 0.1 -1.3
O 0.8323 0.8036 -2.5495 0.0 -0.3 1.6
C 1.6075 1.2747 -3.6179 -0.4 0.7 -2.4
C 3.0472 1.3969 -3.3279 0.4 -1.6 0.1
O -0.6623 0.1538 -4.3363 0.8 -1.7 1.7
C -1.8359 -0.4111 -4.9261 -0.5 -0.5 0.6
C -2.6550 0.7960 -5.2360 -1.7 -0.2 -1.7
H 1.9093 -4.1774 -5.2466 0.2 0.1 -0.1
H 2.7006 -3.5151 -3.8324 0.0 0.2 -0.1
H 2.9771 -2.7842 -5.4618 0.5 0.1 -0.1
H 0.0973 -2.8751 -4.5417 -0.1 -0.2 -0.4
H 1.0012 -1.6281 -5.4870 -0.3 0.3 0.0
H 1.1861 2.2334 -3.9504 0.0 -0.1 0.1
H 1.4430 0.5655 -4.4482 0.5 0.7 0.1
H 3.2516 2.0227 -2.5215 0.1 1.1 1.8
H 3.5906 1.8751 -4.1174 0.3 -0.3 -0.9
H 3.4161 0.3809 -3.0851 0.3 0.5 -0.3
H -2.3930 -1.1663 -4.2668 0.8 1.0 -0.4
H -1.5713 -0.9722 -5.8271 0.1 0.2 0.0
H -3.0558 1.2990 -4.3725 -0.1 -0.1 0.6
H -3.5045 0.5278 -5.9223 0.6 0.3 0.7
H -2.0608 1.5333 -5.7655 0.2 0.0 -0.2
```
Forces are in eV/Å.


# 2
ORCA calculation (ωB97M-V/def2-TZVPD) on one molecule with the formula C4H3NO3.

* molar mass: 113.1 g mol⁻¹
* SMILES: O=c1ocncc1O
* relative energy (zero: lowest compared OMol25 entry of this formula, charge and spin): 209.9 kJ/mol
* orbital gap: 9.7 eV

```
11
Properties=species:S:1:pos:R:3:forces:R:3
C -0.4327 0.4658 0.6039 0.9 -2.7 1.0
C -0.9569 0.8443 -0.5242 -2.1 2.8 0.2
C 0.3392 -0.2727 -1.7820 4.0 -0.7 -2.7
C 0.5532 -0.6332 0.5626 -0.5 1.6 0.8
H -1.2082 1.8412 1.6447 0.8 -3.5 0.9
H -1.6362 1.6471 -0.5632 -1.4 0.9 0.8
H 1.0659 -0.4401 -2.7000 -2.2 0.1 1.7
N -0.5910 0.5750 -1.7579 1.5 -1.8 -2.5
O -0.8854 0.8329 1.7980 -1.0 4.3 0.4
O 0.9662 -0.8629 -0.7183 -0.4 -0.3 -0.6
O 1.0315 -1.1573 1.5156 0.3 -0.7 -0.1
```
Forces are in eV/Å.


# 3
ORCA calculation (ωB97M-V/def2-TZVPD) on C22H41CaN6O7PS2Te as an isolated structure.

* molar mass: 764.4 g mol⁻¹
* relative energy (zero: lowest compared OMol25 entry of this formula, charge and spin): 5.8 kJ/mol
* orbital gap: 5.7 eV
* net charge: -2

```
81
Properties=species:S:1:pos:R:3:forces:R:3
Ca 0.1733 0.2963 0.0530 0.1 0.1 -0.4
N -0.2814 0.2348 -2.5499 -0.1 0.0 0.2
C 0.5512 1.0672 -3.4057 0.1 0.0 0.1
C 1.9107 1.3188 -2.7442 -0.1 0.0 0.0
N 1.8075 1.8682 -1.4036 0.0 0.0 0.0
C 1.6915 3.3071 -1.2713 -0.1 -0.1 0.0
C 0.2855 3.8261 -1.5735 0.1 0.0 0.0
N -0.7093 3.0252 -0.8670 0.1 0.1 0.1
H 0.0587 -0.7270 -2.5357 0.0 0.0 -0.1
H -1.2596 0.2431 -2.8096 0.0 -0.1 0.0
H 0.0312 2.0066 -3.5924 0.0 0.0 0.0
H 0.7458 0.6130 -4.3866 0.0 0.0 0.0
H 2.5178 1.9589 -3.4054 0.0 0.0 0.0
H 2.4217 0.3565 -2.6520 0.0 0.0 0.0
H 2.5409 1.4827 -0.8192 0.1 0.0 -0.1
H 2.4050 3.8448 -1.9173 0.0 0.0 0.0
H 1.9327 3.5641 -0.2375 0.0 0.0 0.0
H 0.0848 3.7680 -2.6444 0.0 0.0 0.0
H 0.2626 4.8898 -1.3018 0.0 0.0 0.0
H -1.6474 3.2736 -1.1552 0.0 -0.1 0.0
H -0.6463 3.2401 0.1254 0.0 0.1 0.0
C -4.1825 0.4726 1.5530 0.0 0.0 0.0
C -2.7185 0.3970 1.9558 0.0 0.0 0.0
C -2.4998 0.8216 3.4014 0.0 0.0 0.0
O -1.9701 1.2593 1.0801 0.0 0.0 0.0
C -2.1899 -1.0545 1.7968 0.2 0.0 -0.1
O -2.9016 -1.9447 2.2704 0.0 -0.1 0.0
O -1.0644 -1.1780 1.2219 -0.5 -0.1 0.2
H -4.5840 1.4672 1.7695 0.0 0.0 0.0
H -4.7497 -0.2815 2.0957 0.0 0.0 0.0
H -4.2747 0.2855 0.4806 0.0 0.0 0.0
H -2.8637 1.8423 3.5617 0.0 0.0 0.0
H -1.4357 0.7883 3.6480 0.0 0.0 0.0
H -3.0354 0.1408 4.0623 0.0 0.0 0.0
H -1.7399 2.0667 1.5579 0.0 0.0 0.1
S 2.8872 -0.7495 0.2455 0.0 0.0 0.1
C 2.6752 -2.1364 -0.7614 0.1 -0.1 -0.1
S 1.1425 -2.4938 -1.4551 0.1 0.0 0.1
C 3.7714 -2.9814 -1.0053 0.1 -0.1 -0.1
C 5.0673 -2.7327 -0.4614 -0.2 -0.1 0.0
N 6.1353 -2.5831 -0.0448 0.0 0.0 0.0
C 3.6743 -4.1364 -1.8408 0.0 0.2 0.1
N 3.6615 -5.0735 -2.5177 0.0 0.0 0.0
C 4.6638 2.3312 1.3808 0.0 0.0 0.1
C 3.7237 2.0630 2.5331 0.1 0.0 0.0
O 2.7980 3.1726 2.6699 0.1 0.0 -0.1
P 1.2353 2.8040 2.6908 0.1 -0.2 0.0
O 0.9393 1.7646 1.6598 -0.1 0.3 0.1
Te -0.0043 4.8126 2.6623 -0.1 0.0 -0.1
O 1.0740 2.0491 4.1095 -0.1 0.0 0.1
C 1.3447 2.7458 5.3254 0.0 -0.1 0.0
C 1.3811 1.7219 6.4384 0.0 0.0 0.0
H 5.4443 1.5696 1.3547 0.0 0.0 0.0
H 5.1227 3.3166 1.4860 0.0 0.0 0.0
H 4.1309 2.2855 0.4316 0.0 0.0 0.0
H 4.2701 1.9848 3.4753 0.0 0.0 0.0
H 3.1826 1.1314 2.3667 0.0 0.0 0.0
H 0.5633 3.4902 5.4934 0.0 0.0 0.0
H 2.2978 3.2758 5.2470 0.0 0.0 0.0
H 0.4288 1.1939 6.4984 0.0 0.0 0.0
H 1.5712 2.2153 7.3944 0.0 0.0 0.0
H 2.1662 0.9869 6.2580 0.0 0.0 0.0
O -3.1270 -1.2572 -2.5150 0.0 0.3 -0.1
C -3.3120 -2.3743 -2.0944 -0.1 -0.3 0.2
C -2.5271 -3.0164 -0.9876 0.0 0.0 0.2
C -1.8464 -4.2781 -1.5538 0.1 -0.1 0.0
C -1.4402 -4.1789 -3.0394 -0.1 0.0 0.0
C -2.5446 -4.5498 -4.0457 0.0 0.0 0.0
C -3.7142 -3.5654 -4.1090 0.0 0.0 0.0
N -4.2071 -3.2498 -2.7573 0.1 0.1 -0.1
H -3.1655 -3.2583 -0.1316 0.0 0.0 -0.1
H -1.7812 -2.3267 -0.5960 0.0 0.0 -0.1
H -2.4885 -5.1583 -1.4264 0.0 0.0 0.0
H -0.9513 -4.4534 -0.9575 0.0 0.0 0.0
H -0.5915 -4.8428 -3.2052 0.0 0.0 0.0
H -1.0613 -3.1737 -3.2470 0.0 0.0 0.0
H -2.9341 -5.5427 -3.7810 0.0 0.0 0.0
H -2.1120 -4.6459 -5.0461 0.0 0.0 0.0
H -4.5287 -3.9638 -4.7177 0.0 0.0 0.0
H -3.4007 -2.6227 -4.5566 0.0 0.0 0.0
H -4.2814 -4.1105 -2.2285 0.0 0.0 0.0
```
Forces are in eV/Å.


# 4
ORCA calculation (ωB97M-V/def2-TZVPD) on one molecule with the formula C5H8N2O.

* molar mass: 112.1 g mol⁻¹
* SMILES: ON1C=NC[C@H]2C[C@@H]21
* relative energy (zero: lowest compared OMol25 entry of this formula, charge and spin): 508.0 kJ/mol
* orbital gap: 9.6 eV

```
16
Properties=species:S:1:pos:R:3:forces:R:3
C -0.1710 0.6693 -1.5742 0.7 1.5 2.2
C 0.5523 1.5960 0.6248 1.2 0.0 -2.1
C 0.6492 0.1256 0.7631 -0.7 0.0 2.5
C 0.1058 -1.1419 1.4120 -0.5 -0.6 1.6
C -0.6937 -0.4049 0.4106 0.3 -0.1 -1.1
H -1.0066 -2.0341 -2.0395 1.5 0.4 1.1
H -0.2201 0.6807 -2.6298 0.1 0.2 -1.1
H 1.5224 2.0782 0.8092 -0.4 0.2 -0.2
H -0.2401 2.1731 1.0311 -0.7 0.2 0.9
H 1.4825 -0.1462 0.1769 0.5 -0.7 -1.1
H 0.6478 -2.0570 1.1296 -0.2 0.7 0.1
H -0.3749 -1.2149 2.4331 0.7 0.2 -1.2
H -1.5068 0.1423 0.8430 -0.2 0.4 0.2
N -0.8063 -0.4555 -1.0200 -0.6 -0.7 0.9
N 0.3297 1.6642 -0.9158 -0.2 -0.4 -0.3
O -0.2704 -1.6748 -1.4542 -1.3 -1.1 -2.3
```
Forces are in eV/Å.


# 5
ORCA calculation (ωB97M-V/def2-TZVPD) on C27H23F3IrN3O3PS as an isolated structure.

* molar mass: 749.8 g mol⁻¹
* relative energy (zero: lowest compared OMol25 entry of this formula, charge and spin): 263.6 kJ/mol
* orbital gap: 7.4 eV
* net charge: +1

```
62
Properties=species:S:1:pos:R:3:forces:R:3
Ir 0.3308 -1.6522 0.0565 0.7 1.4 0.0
N -0.2031 -2.2965 2.4783 0.6 0.3 0.3
C 0.2686 -3.6506 2.7913 -0.3 0.0 -0.1
C 0.5445 -4.4319 1.5122 0.4 0.2 -0.4
O 0.6402 -5.6289 1.5182 -0.1 0.0 0.1
O 0.7626 -3.6856 0.4392 -1.0 -0.4 0.3
H 0.0692 -1.5896 3.1507 0.0 -0.2 0.2
H -1.2137 -2.3067 2.4521 0.0 0.1 -0.1
H -0.4815 -4.2167 3.3422 0.1 0.0 0.2
H 1.1796 -3.6188 3.3862 0.1 0.0 -0.1
O 2.0078 -3.3084 -1.6592 -0.2 0.1 0.0
N 2.0137 -2.0691 -1.0539 0.4 -0.8 0.1
C 3.0749 -1.4268 -1.3470 0.0 0.1 0.0
C 3.4316 -0.0840 -0.9131 0.0 -0.1 0.0
C 4.7891 0.2327 -0.9786 0.0 0.0 0.0
C 5.2446 1.4698 -0.5633 0.0 0.0 0.0
C 4.3413 2.4156 -0.1010 0.0 0.0 0.0
C 2.9904 2.1138 -0.0397 0.0 -0.1 -0.1
C 2.5189 0.8630 -0.4416 0.0 0.1 0.1
P 0.7358 0.5417 -0.3813 -0.4 0.2 0.0
C 0.2267 1.5956 1.0060 0.0 0.1 0.0
C -0.5874 2.7085 0.8405 -0.1 0.0 0.0
C -0.9316 3.4858 1.9424 0.0 0.0 0.0
C -0.4576 3.1575 3.2026 0.0 0.0 0.0
C 0.3606 2.0438 3.3728 0.0 0.0 0.0
C 0.6991 1.2661 2.2785 0.0 0.0 0.0
C 0.0427 1.3023 -1.8694 0.2 -0.1 -0.1
C 0.8437 2.0561 -2.7259 0.0 0.0 0.0
C 0.2992 2.6290 -3.8670 0.0 0.0 0.0
C -1.0406 2.4417 -4.1680 0.0 0.0 0.0
C -1.8430 1.6848 -3.3239 0.0 0.0 0.0
C -1.3055 1.1185 -2.1811 0.0 0.0 0.1
H 1.5318 -3.8641 -0.9827 0.0 0.0 0.0
H 3.7927 -1.9732 -1.9476 0.0 0.0 -0.1
H 5.4890 -0.5078 -1.3451 0.0 0.0 0.0
H 6.3021 1.6944 -0.5971 0.0 0.0 0.0
H 4.6859 3.3922 0.2117 0.0 0.0 0.0
H 2.2971 2.8639 0.3165 0.0 0.0 0.0
H -0.9587 2.9700 -0.1425 0.0 0.0 0.0
H -1.5647 4.3532 1.8102 0.0 0.0 0.0
H -0.7173 3.7709 4.0555 0.0 0.0 0.0
H 0.7362 1.7916 4.3561 0.0 0.0 0.0
H 1.3482 0.4049 2.4093 0.0 0.0 0.0
H 1.8940 2.2020 -2.5128 0.0 0.0 0.0
H 0.9274 3.2187 -4.5212 0.0 0.0 0.0
H -1.4615 2.8841 -5.0611 0.0 0.0 0.0
H -2.8858 1.5235 -3.5627 0.0 0.0 0.0
H -1.9445 0.5417 -1.5283 0.0 0.0 0.0
F -5.7769 -2.4755 -1.0655 0.0 0.0 0.0
C -4.4811 -2.3990 -1.3831 0.0 0.0 0.0
F -4.3847 -1.8003 -2.5828 0.0 0.0 0.0
F -4.0101 -3.6437 -1.5137 0.0 0.0 0.0
C -3.7099 -1.6252 -0.3440 0.1 0.0 0.0
C -4.3506 -0.9343 0.6580 0.0 0.1 0.1
C -3.6076 -0.2233 1.6069 -0.1 0.0 -0.1
C -2.2382 -0.2344 1.5274 0.1 -0.1 -0.2
N -1.6016 -0.9003 0.5427 -0.7 -1.2 0.2
C -2.3104 -1.5847 -0.3809 0.0 0.1 -0.1
S -1.2028 -2.2964 -1.5127 0.1 0.2 -0.3
H -5.4312 -0.9467 0.7073 0.0 0.0 0.0
H -4.0967 0.3300 2.3951 0.0 0.0 0.0
H -1.6217 0.3066 2.2315 0.0 -0.1 0.1
```
Forces are in eV/Å.


# 6
ORCA calculation (ωB97M-V/def2-TZVPD) on a 2-piece molecular cluster, H4N3O2S overall.

* molar mass: 110.1 g mol⁻¹
* relative energy (zero: lowest compared OMol25 entry of this formula, charge and spin): 85.3 kJ/mol
* orbital gap: 6.8 eV
* net charge: -1

```
10
Properties=species:S:1:pos:R:3:forces:R:3
N 0.2359 3.1965 0.1324 -0.9 1.1 -1.1
N 0.3828 1.0730 0.3113 -1.7 -2.6 0.3
N -0.2359 2.0574 -0.2532 0.7 2.5 0.2
O -0.4008 -1.3233 0.6946 0.2 -0.5 0.4
O -0.0277 -3.9322 -0.4475 -0.4 0.6 1.0
S -0.9584 -2.3888 -0.2846 -0.4 -1.0 -0.9
H -0.2050 4.0547 -0.3914 0.4 -2.6 0.8
H 0.4363 -4.0877 -1.2757 0.0 0.9 -0.2
H -0.1955 -0.0056 0.4254 1.7 1.3 -0.6
H 0.9682 1.3559 1.0888 0.3 0.2 0.1
```
Forces are in eV/Å.


no.,electronic energy (a.u.),maximum force (eV/Å),LUMO level (hartree)
1,-3119.57546,3.367,-0.3273
2,-434.64740,4.834,0.0090
3,-3801.89271,0.511,0.1335
4,-379.89470,2.901,0.0289
5,-2575.96932,1.525,-0.1474
6,-715.27075,3.094,0.1421